Formula: C17H36NO2P3Ti
Source: the Open Molecules 2025 dataset
Level of theory: ωB97M-V/def2-TZVPD

LUMO (spin up / spin down): -15.15 / -15.15 eV
Total charge: +4
Kohn-Sham gap (spin up / spin down): 7.5 / 7.5 eV
HOMO level (spin up / spin down): -22.61 / -22.61 eV

Geometry (Å):
P -2.328 1.105 1.256
C -3.175 0.014 2.461
H -4.174 0.435 2.656
H -2.621 -0.027 3.411
H -3.285 -0.997 2.051
C -2.272 2.608 2.295
H -2.135 3.508 1.693
H -1.425 2.512 2.983
H -3.200 2.705 2.871
C -3.720 1.346 0.104
H -4.559 1.767 0.664
H -4.004 0.379 -0.325
H -3.453 2.024 -0.706
P -0.251 -0.941 -2.600
C -0.619 -2.710 -2.582
H -0.561 -3.053 -3.623
H -1.626 -2.899 -2.191
H 0.122 -3.234 -1.971
C -1.567 -0.369 -3.711
H -1.384 0.646 -4.080
H -2.514 -0.379 -3.157
H -1.645 -1.042 -4.577
C 1.337 -0.911 -3.473
H 1.189 -1.289 -4.490
H 2.055 -1.548 -2.944
H 1.757 0.097 -3.525
P 2.610 0.462 0.979
C 3.474 -0.915 1.819
H 4.461 -0.518 2.115
H 3.618 -1.774 1.149
H 2.944 -1.239 2.727
C 4.042 0.921 -0.098
H 4.984 0.861 0.473
H 3.950 1.934 -0.510
H 4.084 0.202 -0.932
C 2.614 1.680 2.347
H 3.643 1.947 2.605
H 2.118 1.241 3.221
H 2.072 2.587 2.070
Ti 0.073 0.612 -0.315
C -1.524 -0.807 -0.298
O -2.276 -1.709 -0.095
C 1.224 -1.187 -0.469
O 1.715 -2.269 -0.393
C 1.501 2.033 -1.614
C 1.381 2.656 -0.352
C 0.103 2.906 0.192
C -1.038 2.777 -0.637
C -0.930 2.172 -1.902
C 0.352 1.859 -2.417
H 2.486 1.808 -2.030
H 2.293 3.075 0.085
H -0.012 3.401 1.149
H -1.970 3.283 -0.355
H -1.800 2.026 -2.551
H 0.436 1.599 -3.494
N 0.032 -0.796 2.061
H -0.805 -1.331 2.270
H 0.085 0.032 2.661
H 0.819 -1.418 2.251

=====

Formula: C17H37Cl6IN3O3
Source: the Open Molecules 2025 dataset
Level of theory: ωB97M-V/def2-TZVPD

LUMO: -3.19 eV
Total charge: +1
Kohn-Sham gap: 8.9 eV
HOMO level: -12.12 eV

Geometry (Å):
C 3.109 -3.462 -0.112
C 3.054 -1.910 -0.409
N 1.624 -1.513 -0.571
N 1.230 -0.457 0.298
C 1.218 -0.823 1.740
C 0.070 -1.850 2.020
C 0.164 -2.266 3.519
N 0.399 -3.703 3.718
O -1.153 -1.103 1.871
C -1.287 -0.859 0.480
O -2.490 -0.176 0.304
C -3.563 -1.134 0.392
C -4.936 -0.471 0.063
O -6.044 -1.044 0.724
C -6.053 -2.466 0.683
C -5.947 -3.093 -0.747
C -0.140 0.047 -0.104
I -0.370 2.128 0.512
H 3.502 -3.678 0.902
H 3.696 -4.004 -0.870
H 2.061 -3.823 -0.116
H 3.617 -1.742 -1.350
H 3.591 -1.359 0.386
H 1.541 -1.174 -1.529
H 1.861 0.351 0.165
H 0.939 0.086 2.313
H 2.196 -1.143 2.135
H 0.072 -2.704 1.316
H -0.793 -1.996 4.013
H 0.973 -1.668 3.984
H -0.061 -3.998 4.571
H 0.002 -4.265 2.973
H -1.296 -1.802 -0.118
H -3.590 -1.614 1.386
H -3.392 -1.931 -0.370
H -4.869 0.580 0.421
H -5.048 -0.405 -1.038
H -5.305 -2.935 1.361
H -7.037 -2.771 1.094
H -6.627 -3.970 -0.794
H -4.931 -3.520 -0.899
H -6.214 -2.410 -1.569
H -0.258 0.046 -1.203
Cl 6.614 -0.549 -2.199
C 6.115 1.150 -2.004
C 4.628 1.276 -1.776
Cl 3.687 0.850 -3.228
H 6.431 1.701 -2.888
H 6.656 1.544 -1.144
H 4.376 2.308 -1.528
H 4.297 0.638 -0.957
Cl -0.639 5.998 2.455
C -1.141 4.675 3.539
C -2.114 5.142 4.596
Cl -1.345 6.225 5.780
H -0.245 4.245 3.984
H -1.612 3.914 2.916
H -2.496 4.285 5.150
H -2.959 5.669 4.155
Cl 0.701 2.297 -4.807
C 1.287 3.531 -5.956
C 2.720 3.291 -6.373
Cl 3.865 3.568 -5.036
H 1.163 4.508 -5.492
H 0.636 3.482 -6.828
H 2.992 3.982 -7.170
H 2.865 2.276 -6.737

=====

Formula: C17H37Cl8N3O3
Source: the Open Molecules 2025 dataset
Level of theory: ωB97M-V/def2-TZVPD

LUMO: 0.45 eV
Kohn-Sham gap: 10.1 eV
HOMO level: -9.63 eV
SMILES string: CN(C)C=O.CN(C)C=O.CN(C)C=O.ClCCCl.ClCCCl.ClCCCl.ClCCCl

Geometry (Å):
C 4.918 9.536 10.857
N 5.625 10.128 12.044
C 5.951 11.544 12.045
C 6.372 9.310 12.891
O 7.154 9.670 13.751
H 3.892 9.830 10.701
H 4.828 8.442 11.049
H 5.561 9.586 9.954
H 6.569 11.760 12.929
H 6.630 11.645 11.166
H 4.983 11.995 11.916
H 6.359 8.178 12.687
C 8.425 10.551 17.167
N 8.931 11.862 16.766
C 10.227 12.279 17.274
C 8.325 12.597 15.860
O 8.694 13.694 15.407
H 9.036 9.758 16.806
H 7.414 10.473 16.829
H 8.392 10.514 18.246
H 10.713 13.071 16.619
H 10.054 12.653 18.282
H 10.943 11.506 17.221
H 7.455 12.043 15.544
C 11.122 9.655 7.209
N 9.781 9.975 7.757
C 8.776 10.240 6.685
C 9.388 9.859 9.045
O 8.257 9.989 9.510
H 11.746 9.306 8.045
H 11.354 10.652 6.686
H 11.112 8.800 6.587
H 7.839 10.484 7.224
H 8.994 11.127 6.103
H 8.711 9.366 5.965
H 10.334 9.734 9.715
Cl 11.770 7.219 13.229
C 10.130 7.307 14.007
C 8.972 7.141 13.057
Cl 9.050 5.650 12.037
H 10.061 8.299 14.502
H 10.187 6.606 14.810
H 8.835 8.025 12.318
H 8.041 7.016 13.602
Cl 12.589 16.987 14.930
C 11.181 15.990 15.237
C 10.597 16.161 16.641
Cl 11.788 15.851 17.942
H 11.510 14.981 14.978
H 10.418 16.201 14.465
H 9.827 15.378 16.591
H 10.250 17.180 16.750
Cl 11.320 11.439 14.354
C 10.219 10.831 13.155
C 9.504 11.975 12.430
Cl 10.464 12.942 11.217
H 9.460 10.238 13.645
H 10.802 10.215 12.406
H 9.193 12.688 13.173
H 8.613 11.655 11.987
Cl 6.522 16.046 11.817
C 7.364 14.777 10.944
C 6.796 14.601 9.504
Cl 7.335 12.996 8.804
H 7.213 13.854 11.430
H 8.426 15.106 10.859
H 7.183 15.373 8.803
H 5.790 14.530 9.624

=====

Formula: C17H37NO13P2
Source: the Open Molecules 2025 dataset
Level of theory: ωB97M-V/def2-TZVPD

ΔE to the lowest compared entry with this formula, charge and spin: 0.00 kcal per mole
LUMO: -0.27 eV
Kohn-Sham gap: 9.7 eV
HOMO level: -9.92 eV
SMILES string: COCCCC[C@@]1(CCC(N)=O)COC(=O)O1.COP(=O)(OC)OC.COP(=O)(OC)OC

Geometry (Å):
C 2.546 -2.348 -0.391
O 2.832 -1.624 0.805
C 2.482 -0.261 0.680
C 0.966 -0.039 0.587
C 0.552 1.120 -0.348
C -0.481 0.742 -1.411
C -1.827 0.200 -0.880
C -2.270 -1.096 -1.566
C -2.349 -2.313 -0.627
C -3.737 -2.498 -0.032
N -3.780 -2.888 1.306
O -4.750 -2.367 -0.677
C -2.191 0.380 0.581
O -2.618 1.728 0.694
C -3.317 1.951 -0.461
O -4.221 2.708 -0.566
O -2.791 1.202 -1.425
H 2.268 -1.647 -1.180
H 1.678 -2.980 -0.204
H 3.387 -2.929 -0.760
H 3.021 0.202 -0.153
H 2.862 0.218 1.580
H 0.648 0.248 1.590
H 0.436 -0.967 0.379
H 1.454 1.416 -0.885
H 0.270 1.999 0.227
H -0.679 1.630 -2.003
H -0.016 0.021 -2.081
H -1.588 -1.360 -2.366
H -3.254 -0.990 -2.011
H -1.597 -2.302 0.162
H -2.163 -3.216 -1.207
H -2.895 -2.708 1.757
H -4.517 -2.419 1.815
H -1.520 0.024 1.350
H -3.113 -0.184 0.776
C -1.752 9.622 -2.902
O -2.019 9.124 -1.590
P -2.574 7.586 -1.529
O -1.736 6.838 -2.490
O -4.054 7.973 -2.124
C -4.726 9.163 -1.699
O -3.133 6.467 -0.498
C -3.845 5.361 -1.086
H -1.751 10.709 -2.827
H -0.775 9.285 -3.238
H -2.518 9.310 -3.610
H -4.702 9.898 -2.504
H -4.275 9.599 -0.810
H -5.763 8.911 -1.484
H -3.162 4.725 -1.640
H -4.649 5.706 -1.733
H -4.274 4.800 -0.271
C 6.482 -8.340 1.098
O 5.091 -8.191 1.396
P 4.579 -6.650 1.574
O 5.221 -5.901 0.474
O 5.322 -6.443 3.021
C 5.316 -7.485 4.004
O 3.276 -5.764 1.970
C 3.527 -4.398 2.317
H 6.748 -9.362 1.363
H 6.655 -8.188 0.036
H 7.091 -7.646 1.677
H 6.308 -7.933 4.062
H 4.590 -8.264 3.779
H 5.073 -7.043 4.969
H 3.827 -3.827 1.445
H 4.279 -4.312 3.099
H 2.594 -3.984 2.695

=====

Formula: C17H38AlBr2N4O2
Source: the Open Molecules 2025 dataset
Level of theory: ωB97M-V/def2-TZVPD

ΔE to the lowest compared entry with this formula, charge and spin: 0.00 kcal per mole
LUMO: 2.42 eV
Total charge: -1
Kohn-Sham gap: 7.0 eV
HOMO level: -4.59 eV

Geometry (Å):
C 1.313 2.811 -3.985
C 0.071 3.085 -4.825
C -1.232 2.608 -4.184
C -1.495 3.115 -2.759
C -1.885 2.000 -1.800
C -2.160 2.450 -0.376
C -2.478 1.253 0.530
Al -0.778 0.394 1.224
C -0.824 -1.598 0.659
Br -2.209 -2.572 1.588
C -0.137 -2.310 -0.221
C -0.215 -3.747 -0.625
Br 1.236 -1.440 -1.221
C -0.658 0.461 3.231
C -0.975 1.889 3.687
C 0.724 -0.040 3.685
C 1.840 1.002 3.699
C 3.206 0.334 3.612
H 1.347 3.432 -3.094
H 1.352 1.768 -3.676
H 2.215 3.029 -4.555
H 0.006 4.154 -5.042
H 0.188 2.569 -5.779
H -1.255 1.517 -4.192
H -2.056 2.928 -4.825
H -2.309 3.842 -2.778
H -0.616 3.618 -2.357
H -2.780 1.500 -2.181
H -1.092 1.245 -1.793
H -2.985 3.173 -0.397
H -1.272 2.972 -0.008
H -3.049 0.525 -0.056
H -3.121 1.553 1.361
H 0.487 1.172 0.589
H -0.504 -3.838 -1.672
H 0.753 -4.232 -0.518
H -0.944 -4.277 -0.015
H -1.407 -0.190 3.689
H -0.647 2.100 4.712
H -2.049 2.065 3.651
H -0.517 2.647 3.045
H 0.667 -0.492 4.683
H 1.044 -0.841 3.009
H 1.765 1.595 4.612
H 1.729 1.677 2.850
H 3.257 -0.195 2.659
H 3.343 -0.399 4.406
H 4.022 1.054 3.621
C -3.630 -1.825 -3.209
O -2.940 -0.872 -3.510
N -3.389 -2.627 -2.130
N -4.733 -2.183 -3.957
H -3.956 -3.422 -1.911
H -2.607 -2.416 -1.533
H -4.947 -1.614 -4.753
H -5.327 -2.955 -3.728
C 5.690 -3.064 2.769
O 6.539 -2.212 2.588
N 5.855 -4.069 3.695
N 4.511 -3.101 2.080
H 5.168 -4.777 3.865
H 6.703 -4.065 4.227
H 4.341 -2.372 1.411
H 3.806 -3.795 2.229

=====

Formula: C17H38ClFeN2O7SSbSi3
Source: the Open Molecules 2025 dataset
Level of theory: ωB97M-V/def2-TZVPD

Spin multiplicity: 6
ΔE to the lowest compared entry with this formula, charge and spin: 46.41 kcal per mole
LUMO (spin up / spin down): 2.41 / 1.21 eV
Total charge: -1
Kohn-Sham gap (spin up / spin down): 6.9 / 6.7 eV
HOMO level (spin up / spin down): -4.50 / -5.47 eV

Geometry (Å):
Fe -0.355 -0.448 -0.110
O 2.924 1.580 -2.165
S 2.278 0.462 -1.494
O 1.491 -0.308 -2.803
O 0.896 -1.955 -0.055
O 1.078 0.936 -0.702
C -0.353 -3.653 -5.540
Si 1.054 -3.135 -4.405
C 1.937 -4.689 -3.822
C 2.281 -2.033 -5.300
Sb -0.049 -1.478 -2.697
Si -1.487 -2.937 -0.812
C -1.623 -3.137 1.048
C -0.780 -4.518 -1.549
C -3.192 -2.669 -1.525
Si 2.349 -2.390 0.521
C 3.496 -2.885 -0.899
C 2.108 -3.933 1.588
C 3.170 -1.075 1.587
H 0.056 -4.162 -6.417
H -0.925 -2.789 -5.884
H -1.038 -4.344 -5.045
H 2.250 -5.246 -4.713
H 1.302 -5.345 -3.229
H 2.834 -4.442 -3.253
H 2.382 -2.335 -6.346
H 3.262 -2.110 -4.830
H 1.979 -0.988 -5.255
H -0.747 -2.801 1.594
H -1.750 -4.210 1.235
H -2.513 -2.622 1.409
H 0.237 -4.709 -1.207
H -0.800 -4.509 -2.640
H -1.414 -5.350 -1.222
H -3.690 -1.845 -1.012
H -3.769 -3.592 -1.409
H -3.146 -2.424 -2.589
H 3.504 -3.973 -1.017
H 4.520 -2.568 -0.686
H 3.199 -2.421 -1.841
H 1.595 -4.723 1.032
H 1.507 -3.698 2.472
H 3.063 -4.337 1.936
H 2.507 -0.218 1.711
H 4.109 -0.722 1.157
H 3.386 -1.484 2.579
C -3.128 3.231 0.834
C -4.248 2.540 1.605
C -3.794 1.271 2.361
C -4.996 0.632 3.076
C -4.627 -0.631 3.846
C -2.793 1.692 3.417
O -3.081 2.401 4.358
N -1.513 1.224 3.257
C -1.067 0.467 2.188
O 0.134 0.189 2.100
N -1.920 0.032 1.234
C -3.259 0.285 1.309
O -4.061 -0.235 0.559
H -3.513 4.106 0.311
H -2.684 2.571 0.086
H -2.334 3.574 1.503
H -5.038 2.228 0.919
H -4.685 3.217 2.342
H -5.740 0.405 2.314
H -5.415 1.379 3.753
H -4.182 -1.376 3.183
H -5.510 -1.082 4.302
H -3.917 -0.414 4.648
H -0.812 1.519 3.921
Cl -1.804 0.682 -1.991

=====

Formula: C17H38IN5O3PS
Source: the Open Molecules 2025 dataset
Level of theory: ωB97M-V/def2-TZVPD

LUMO: -3.12 eV
Total charge: +1
Kohn-Sham gap: 7.6 eV
HOMO level: -10.70 eV

Geometry (Å):
N 5.551 -2.757 1.740
C 4.215 -2.581 0.993
C 3.087 -3.642 1.542
C 1.559 -3.025 1.619
C 1.220 -2.201 2.992
C 1.686 -0.623 2.994
C 0.573 0.395 2.289
C 1.159 1.962 2.240
P 1.387 2.746 3.966
S 1.447 4.719 3.803
N 2.366 2.076 1.324
C 1.906 1.738 -0.111
C 1.197 0.228 -0.169
N 0.225 0.020 0.911
C -1.015 -0.718 0.647
C -2.397 -0.102 1.275
O -2.690 1.221 1.331
I -3.846 -1.566 2.129
H 6.238 -2.201 1.186
H 5.481 -2.354 2.707
H 4.475 -2.828 -0.145
H 3.843 -1.459 0.986
H 3.383 -4.154 2.578
H 3.061 -4.531 0.746
H 0.829 -3.969 1.610
H 1.327 -2.445 0.623
H 1.843 -2.718 3.870
H 0.071 -2.359 3.283
H 2.780 -0.453 2.600
H 1.704 -0.294 4.142
H -0.329 0.441 3.065
H 0.294 2.591 1.709
H 2.595 2.282 4.606
H 0.177 2.457 4.719
H 3.160 1.445 1.600
H 2.628 3.086 1.287
H 1.139 2.530 -0.516
H 2.863 1.678 -0.817
H 2.111 -0.529 -0.044
H 0.738 -0.018 -1.233
H -0.901 -1.848 1.005
H -1.177 -0.788 -0.533
C -6.991 -3.339 -2.778
O -7.926 -4.001 -3.208
N -7.027 -2.538 -1.657
C -5.874 -1.784 -1.212
C -8.257 -2.447 -0.897
H -6.009 -3.335 -3.280
H -5.610 -2.104 -0.201
H -6.128 -0.720 -1.206
H -5.019 -1.944 -1.875
H -8.535 -3.446 -0.547
H -9.051 -2.068 -1.548
H -8.133 -1.778 -0.040
C 0.819 3.672 -3.048
O 1.290 3.800 -1.925
N 1.469 3.969 -4.227
C 0.839 3.789 -5.519
C 2.824 4.476 -4.175
H -0.205 3.293 -3.203
H 1.433 3.082 -6.106
H 0.803 4.754 -6.032
H -0.178 3.401 -5.411
H 3.460 3.742 -3.671
H 2.834 5.406 -3.598
H 3.205 4.664 -5.182